# C49H31CrF15GeN2O2PS2

C49H31CrF15GeN2O2PS2 as an isolated structure at a distorted geometry (the ωB97M-V functional and the def2-TZVPD basis, the Open Molecules 2025 dataset).

```
104
C49H31CrF15GeN2O2PS2 (the ωB97M-V functional and the def2-TZVPD basis)
Cr 0.194 1.073 0.337
N -0.077 3.832 0.862
P 1.408 3.114 0.267
C 1.490 3.749 -1.433
C 1.507 5.124 -1.667
C 1.436 5.597 -2.966
C 1.364 4.703 -4.028
C 1.372 3.336 -3.799
C 1.426 2.854 -2.500
C 2.651 4.049 1.174
C 2.438 4.485 2.481
C 3.415 5.232 3.120
C 4.608 5.518 2.471
C 4.832 5.060 1.179
C 3.858 4.323 0.528
C -1.200 3.475 0.140
C -2.370 4.230 0.090
C -3.386 3.817 -0.746
C -3.203 2.694 -1.559
C -2.042 1.980 -1.431
N -1.082 2.321 -0.551
H -0.078 4.762 1.258
H 1.573 5.821 -0.840
H 1.441 6.663 -3.152
H 1.300 5.077 -5.042
H 1.334 2.645 -4.631
H 1.404 1.786 -2.306
H 1.517 4.250 3.002
H 3.243 5.593 4.125
H 5.372 6.093 2.976
H 5.762 5.287 0.676
H 4.021 3.981 -0.487
H -2.464 5.118 0.699
H -4.312 4.373 -0.797
H -3.960 2.391 -2.267
H -1.809 1.125 -2.052
F 2.130 -2.584 -3.370
C 3.371 -2.604 -2.864
C 3.520 -2.306 -1.518
C 4.809 -2.206 -1.020
F 4.997 -1.787 0.242
C 5.915 -2.502 -1.796
F 7.138 -2.430 -1.290
C 5.727 -2.876 -3.120
F 6.769 -3.181 -3.865
C 4.451 -2.899 -3.672
F 4.290 -3.198 -4.952
Ge 1.896 -2.245 -0.404
S 0.501 -0.683 -1.164
C 0.969 -4.017 -0.403
C 0.056 -4.220 0.619
F 0.058 -3.340 1.641
C -0.801 -5.296 0.684
F -1.689 -5.390 1.672
C -0.719 -6.266 -0.302
F -1.548 -7.292 -0.299
C 0.240 -6.149 -1.297
F 0.345 -7.091 -2.223
C 1.070 -5.038 -1.338
F 1.995 -4.996 -2.293
C 2.404 -2.049 1.508
C 2.131 -0.971 2.308
F 1.437 0.101 1.787
C 2.534 -0.871 3.625
F 2.246 0.224 4.325
C 3.227 -1.930 4.188
F 3.623 -1.872 5.442
C 3.497 -3.062 3.423
F 4.130 -4.081 3.969
C 3.087 -3.099 2.102
F 3.352 -4.175 1.357
O -1.444 0.142 1.028
S -2.219 -1.186 0.897
C -3.507 -0.898 -0.380
C -3.832 -2.195 -1.066
C -3.006 -2.678 -2.079
C -3.347 -3.833 -2.765
C -4.496 -4.536 -2.424
C -5.301 -4.079 -1.390
C -4.972 -2.911 -0.717
C -3.220 -1.183 2.434
C -4.307 -0.152 2.489
C -4.016 1.212 2.517
C -5.045 2.139 2.570
C -6.368 1.719 2.588
C -6.664 0.365 2.564
C -5.636 -0.565 2.507
H -3.037 -0.202 -1.065
H -4.376 -0.443 0.091
H -2.104 -2.139 -2.346
H -2.723 -4.177 -3.580
H -4.758 -5.433 -2.968
H -6.198 -4.620 -1.122
H -5.621 -2.528 0.062
H -2.469 -1.034 3.212
H -3.621 -2.195 2.515
H -2.986 1.542 2.506
H -4.816 3.196 2.614
H -7.167 2.447 2.635
H -7.692 0.030 2.605
H -5.864 -1.624 2.503
O 3.184 0.850 -0.315
H 3.967 0.745 0.244
H 3.518 1.071 -1.194
```

## Properties
- Total energy: -215036.123 eV
- LUMO energy (alpha / beta): -0.269 / -0.220 Eh
- Frontier orbital gap (alpha / beta): 6.25 / 7.59 eV
- Total charge: +2
- Expectation value of S²: 3.90
- Multiplicity: 4